one | Here is 2 unconnected molecules or ions with the total composition C10H16 from the OMol25 dataset. Energies are from ωB97M-V with the def2-TZVPD basis set.

Last columns: bonded neighbours and bond lengths (Å).
Atoms and positions in Å:
1 C -2.895 -0.932 -0.554  C2 1.454, H8 1.108, H9 1.079, H10 1.135
2 C -1.564 -0.642 -1.062  C1 1.454, C3 1.415, C7 1.384
3 C -1.240 0.702 -1.364  C2 1.415, C4 1.387, H11 1.081
4 C 0.027 0.978 -1.856  C3 1.387, C5 1.405, H12 1.099
5 C 0.730 -0.091 -2.438  C4 1.405, C6 1.347, H13 1.136
6 C 0.345 -1.361 -2.204  C5 1.347, C7 1.350, H14 1.161
7 C -0.666 -1.652 -1.358  C2 1.384, C6 1.350, H15 1.272
8 H -3.164 -0.240 0.268  C1 1.108
9 H -3.059 -1.914 -0.137  C1 1.079
10 H -3.604 -1.133 -1.417  C1 1.135
11 H -1.864 1.499 -0.985  C3 1.081
12 H 0.694 1.843 -1.736  C4 1.099
13 H 1.534 0.237 -3.171  C5 1.136
14 H 0.814 -2.269 -2.755  C6 1.161
15 H -0.695 -2.898 -1.100  C7 1.272
16 C 2.575 0.613 1.504  C17 1.530, H19 1.020, H20 1.107, H21 1.149
17 C 1.485 0.448 2.565  C16 1.530, C18 1.626, H22 1.059, H23 1.056
18 C 0.020 0.903 2.027  C17 1.626, H24 1.105, H25 1.081, H26 1.126
19 H 3.494 0.692 1.941  C16 1.020
20 H 2.453 -0.295 0.884  C16 1.107
21 H 2.170 1.531 0.943  C16 1.149
22 H 1.672 1.140 3.345  C17 1.059
23 H 1.418 -0.470 3.084  C17 1.056
24 H -0.576 0.062 1.629  C18 1.105
25 H 0.148 1.552 1.171  C18 1.081
26 H -0.253 1.697 2.777  C18 1.126

Computed properties:
Kohn-Sham gap: 9.850 eV
Lowest unoccupied orbital energy: 0.97 eV
SMILES string: Cc1ccccc1.CCC
Net charge: 0

***

two | Here is 2 unconnected molecules or ions with the total composition C10H16 from the OMol25 dataset. Energies are from ωB97M-V with the def2-TZVPD basis set.

Last columns: bonded neighbours and bond lengths (Å).
Atoms and positions in Å:
1 C 0.896 -1.530 -2.372  C2 1.510, H9 1.197, H10 1.140, H11 1.162
2 C -0.217 -0.568 -2.032  C1 1.510, C3 1.496, H12 1.247, H13 1.177
3 C 0.216 0.659 -1.292  C2 1.496, C4 1.319, C8 1.425
4 C 1.069 1.512 -1.824  C3 1.319, C5 1.462, H14 1.069
5 C 1.558 2.618 -1.003  C4 1.462, C6 1.382, H15 1.073
6 C 1.128 2.657 0.309  C5 1.382, C7 1.399, H16 1.080
7 C 0.061 1.867 0.748  C6 1.399, C8 1.332, H17 1.151
8 C -0.480 0.986 -0.093  C3 1.425, C7 1.332, H18 1.087
9 H 0.580 -2.650 -2.090  C1 1.197
10 H 1.730 -1.259 -1.645  C1 1.140
11 H 1.095 -1.324 -3.499  C1 1.162
12 H -0.649 -0.266 -3.161  C2 1.247
13 H -1.035 -1.239 -1.516  C2 1.177
14 H 1.515 1.405 -2.790  C4 1.069
15 H 2.366 3.171 -1.442  C5 1.073
16 H 1.690 3.198 1.057  C6 1.080
17 H -0.548 2.170 1.676  C7 1.151
18 H -1.393 0.424 0.087  C8 1.087
19 C -1.927 -1.335 2.559  C20 1.517, H21 1.140, H22 1.143, H23 1.122
20 C -0.455 -1.627 2.781  C19 1.517, H24 1.143, H25 1.066, H26 1.021
21 H -2.369 -2.383 2.632  C19 1.140
22 H -2.465 -0.549 3.190  C19 1.143
23 H -2.132 -1.043 1.495  C19 1.122
24 H 0.110 -0.723 2.367  C20 1.143
25 H -0.113 -2.370 2.097  C20 1.066
26 H -0.230 -1.801 3.762  C20 1.021

Computed properties:
Kohn-Sham gap: 9.836 eV
Lowest unoccupied orbital energy: 0.84 eV
SMILES string: CCc1ccccc1.CC
Net charge: 0

***

Tell me which of them is the most stable. Sure, it is two.

***

one | Here is 2 unconnected molecules or ions with the total composition C10H16 from the OMol25 dataset. Energies are from ωB97M-V with the def2-TZVPD basis set.

Last columns: bonded neighbours and bond lengths (Å).
Atoms and positions in Å:
1 C 1.410 3.537 -1.130  C2 1.495, H8 1.095, H9 1.097, H10 1.088
2 C 0.987 2.197 -1.639  C1 1.495, C3 1.401, C7 1.387
3 C 0.146 1.445 -0.809  C2 1.401, C4 1.387, H11 1.080
4 C -0.263 0.196 -1.251  C3 1.387, C5 1.387, H12 1.085
5 C 0.166 -0.355 -2.450  C4 1.387, C6 1.395, H13 1.081
6 C 1.144 0.316 -3.184  C5 1.395, C7 1.392, H14 1.082
7 C 1.505 1.598 -2.778  C2 1.387, C6 1.392, H15 1.086
8 H 0.603 4.071 -0.618  C1 1.095
9 H 1.607 4.273 -1.920  C1 1.097
10 H 2.267 3.473 -0.464  C1 1.088
11 H -0.198 1.799 0.152  C3 1.080
12 H -0.961 -0.417 -0.691  C4 1.085
13 H -0.314 -1.230 -2.865  C5 1.081
14 H 1.710 -0.175 -3.964  C6 1.082
15 H 2.217 2.197 -3.337  C7 1.086
16 C -2.122 -2.183 3.286  C17 1.552, H19 1.083, H20 1.092, H21 1.088
17 C -1.241 -1.560 2.171  C16 1.552, C18 1.534, H22 1.101, H23 1.089
18 C 0.070 -2.335 1.986  C17 1.534, H24 1.089, H25 1.095, H26 1.089
19 H -1.886 -1.721 4.236  C16 1.083
20 H -3.156 -2.086 2.947  C16 1.092
21 H -1.979 -3.261 3.251  C16 1.088
22 H -1.731 -1.690 1.193  C17 1.101
23 H -1.117 -0.478 2.214  C17 1.089
24 H -0.165 -3.381 2.179  C18 1.089
25 H 0.419 -2.370 0.949  C18 1.095
26 H 0.881 -1.858 2.535  C18 1.089

Computed properties:
Kohn-Sham gap: 10.019 eV
Lowest unoccupied orbital energy: 1.00 eV
SMILES string: Cc1ccccc1.CCC
Net charge: 0

***

two | Here is 2 unconnected molecules or ions with the total composition C10H16 from the OMol25 dataset. Energies are from ωB97M-V with the def2-TZVPD basis set.

Last columns: bonded neighbours and bond lengths (Å).
Atoms and positions in Å:
1 C 3.376 -1.192 1.342  C2 1.479, H8 1.104, H9 1.094, H10 1.091
2 C 1.978 -0.722 1.450  C1 1.479, C3 1.408, C7 1.386
3 C 0.875 -1.573 1.247  C2 1.408, C4 1.383, H11 1.090
4 C -0.449 -1.232 1.454  C3 1.383, C5 1.409, H12 1.079
5 C -0.670 0.103 1.843  C4 1.409, C6 1.381, H13 1.087
6 C 0.387 0.866 2.300  C5 1.381, C7 1.413, H14 1.087
7 C 1.708 0.560 1.903  C2 1.386, C6 1.413, H15 1.083
8 H 3.734 -1.456 0.333  C1 1.104
9 H 3.542 -2.144 1.855  C1 1.094
10 H 4.106 -0.423 1.598  C1 1.091
11 H 1.028 -2.534 0.758  C3 1.090
12 H -1.292 -1.896 1.336  C4 1.079
13 H -1.603 0.453 2.276  C5 1.087
14 H 0.153 1.871 2.640  C6 1.087
15 H 2.504 1.239 2.179  C7 1.083
16 C -2.871 0.566 -1.556  C17 1.548, H19 1.083, H20 1.090, H21 1.094
17 C -1.820 1.359 -2.370  C16 1.548, C18 1.517, H22 1.093, H23 1.086
18 C -0.621 0.479 -2.670  C17 1.517, H24 1.090, H25 1.087, H26 1.109
19 H -2.539 0.189 -0.597  C16 1.083
20 H -3.775 1.171 -1.482  C16 1.090
21 H -3.091 -0.285 -2.208  C16 1.094
22 H -2.242 1.675 -3.327  C17 1.093
23 H -1.464 2.255 -1.870  C17 1.086
24 H 0.203 1.151 -2.910  C18 1.090
25 H -0.388 -0.315 -1.966  C18 1.087
26 H -0.771 -0.165 -3.561  C18 1.109

Computed properties:
Kohn-Sham gap: 10.025 eV
Lowest unoccupied orbital energy: 0.99 eV
SMILES string: Cc1ccccc1.CCC
Net charge: 0

***

Tell me which of them is the most stable. Sure, it is one.